Formula: C38H122O23
Source: the OMol25 dataset
Level of theory: ωB97M-V/def2-TZVPD

Cartesian coordinates (Å):
C 14.2689 10.4129 2.5071
O 13.3876 11.4027 1.9481
H 14.6742 10.7811 3.4496
H 13.7603 9.4512 2.5744
H 15.0943 10.2264 1.8200
H 12.5291 11.2951 2.3641
C 14.9849 12.7505 -0.8860
O 13.8862 11.8802 -0.6639
H 15.8765 12.3428 -0.4096
H 15.2152 12.8503 -1.9467
H 14.7434 13.7552 -0.5390
H 13.7216 11.8663 0.2818
C 9.8958 9.3693 9.1213
O 10.6152 8.6180 8.1424
H 9.8260 8.7520 10.0169
H 10.2679 10.3632 9.3698
H 8.8819 9.5380 8.7586
H 9.9942 8.2699 7.4983
C 13.5589 9.3279 6.7734
O 13.1725 9.4128 8.1534
H 12.7553 9.7222 6.1514
H 14.4261 9.9212 6.4835
H 13.8650 8.3198 6.4938
H 12.2927 9.0495 8.2775
C 5.5160 9.2036 7.9317
O 6.3824 9.4295 6.8505
H 5.9083 8.7503 8.8420
H 4.9913 10.0759 8.3214
H 4.7611 8.5080 7.5650
H 6.2603 10.3696 6.6991
C 8.0065 12.3005 6.2366
O 6.5806 12.0206 6.2585
H 8.3369 12.6764 5.2682
H 8.2062 13.1005 6.9495
H 8.6169 11.4180 6.4281
H 6.1520 12.8794 6.2416
O 7.7715 3.9786 2.8922
H 7.2088 4.7228 3.1062
H 7.7026 3.3995 3.6512
C 6.8685 15.9232 6.1575
C 5.9316 15.2518 7.1290
O 5.0913 14.3063 6.4511
H 6.3635 16.4070 5.3215
H 7.5548 15.1942 5.7264
H 7.4205 16.7726 6.5598
H 5.3604 15.9916 7.6900
H 6.6836 14.7454 7.7341
H 4.2073 14.6747 6.3840
C 10.4578 9.5544 2.7627
C 10.0463 10.9687 3.2128
O 11.2079 11.7060 3.4128
H 10.9476 8.9729 3.5437
H 11.0642 9.6111 1.8588
H 9.5950 9.0143 2.3728
H 9.5599 10.9800 4.1882
H 9.2730 11.2968 2.5182
H 10.9868 12.5889 3.7181
C 6.3496 9.8158 -2.1265
C 5.7373 10.3071 -0.8104
O 4.7468 11.3329 -1.1282
H 5.7383 9.0610 -2.6211
H 7.3766 9.4757 -1.9940
H 6.4344 10.6058 -2.8728
H 6.5488 10.7524 -0.2347
H 5.1936 9.6035 -0.1800
H 4.7273 11.8907 -0.3471
C 14.2359 6.2889 2.0854
C 12.7986 6.6234 2.4232
O 11.9028 5.8100 1.6845
H 14.9712 6.9049 2.6030
H 14.3784 6.4449 1.0161
H 14.6479 5.3318 2.4052
H 12.5603 7.6346 2.0934
H 12.5878 6.6425 3.4924
H 11.0418 6.2013 1.8495
C 9.4018 12.1188 -1.4593
C 10.8768 11.8727 -1.0972
O 11.6206 11.6028 -2.2988
H 8.9264 11.2021 -1.8082
H 9.4073 12.8536 -2.2643
H 8.7596 12.5200 -0.6752
H 11.0156 11.0242 -0.4272
H 11.3449 12.7386 -0.6289
H 12.5351 11.6129 -2.0070
C 10.1699 6.2711 5.3733
C 8.7730 6.9905 5.1738
O 8.6710 7.8355 6.2638
H 10.3211 5.8341 6.3604
H 10.8841 7.0924 5.3142
H 10.2797 5.5117 4.5991
H 8.0428 6.1814 5.1573
H 8.7426 7.4853 4.2030
H 7.7937 8.2226 6.3094
C 6.9053 14.1900 1.7519
C 5.7146 14.0308 0.8785
O 5.0696 12.7895 1.1204
H 6.7309 14.1119 2.8250
H 7.2791 15.1992 1.5788
H 7.6644 13.4536 1.4880
H 5.9380 14.0838 -0.1870
H 4.9880 14.8363 0.9845
H 4.4706 12.8935 1.8634
C 10.7578 14.9904 1.9430
C 10.4968 15.4395 3.3601
O 10.5012 14.2335 4.1799
H 11.6396 14.3683 1.7893
H 10.9541 15.9630 1.4916
H 9.9236 14.4774 1.4644
H 9.5836 16.0212 3.4858
H 11.2521 16.1491 3.6977
H 10.4015 14.6049 5.0596
C 11.8513 7.6946 -1.3411
C 11.6328 6.3165 -1.9684
O 12.8671 5.7603 -2.3417
H 10.9033 8.2319 -1.3140
H 12.6111 8.2696 -1.8705
H 12.1100 7.5613 -0.2906
H 11.0817 6.3590 -2.9079
H 11.2376 5.6008 -1.2476
H 12.6244 5.0058 -2.8833
C 14.8694 14.5267 3.1750
C 15.1881 15.9911 3.2362
O 14.9438 16.6247 2.0173
H 13.8597 14.3357 2.8116
H 14.9739 14.0888 4.1677
H 15.4554 13.9312 2.4750
H 16.2111 16.2320 3.5254
H 14.5818 16.4808 3.9982
H 15.7891 17.0415 1.8344
C 6.6034 9.7196 3.1968
C 5.1174 9.4254 3.4990
O 4.7352 8.2671 2.7635
H 6.8329 10.6367 3.7394
H 6.7893 9.8997 2.1379
H 7.3168 8.9553 3.5049
H 4.4629 10.2621 3.2547
H 5.1364 9.3171 4.5835
H 3.7753 8.2593 2.7733
C 15.6790 8.5026 -0.9565
C 16.2002 7.4800 -1.9367
O 15.2164 7.0727 -2.8750
H 15.7327 9.4915 -1.4116
H 16.3218 8.5379 -0.0768
H 14.6737 8.2844 -0.5961
H 16.5138 6.6294 -1.3315
H 17.1230 7.8609 -2.3744
H 14.4424 6.7666 -2.3967
C 12.9125 12.8979 6.4946
C 12.1007 12.7593 7.7650
O 12.1634 13.8932 8.5312
H 12.6812 13.7445 5.8482
H 12.7328 12.0737 5.8042
H 13.9560 12.9144 6.8092
H 12.4737 11.8974 8.3183
H 11.0510 12.5352 7.5753
H 12.0074 13.6623 9.4498
C 3.6681 5.6319 4.3923
C 5.1222 5.5504 4.7479
O 5.8332 5.9587 3.6098
H 3.0411 5.4260 5.2598
H 3.4046 4.8836 3.6448
H 3.4200 6.6269 4.0228
H 5.4428 4.5724 5.1066
H 5.3836 6.2395 5.5510
H 5.5062 6.8325 3.3836
C 7.2709 6.8058 0.3662
C 8.6690 6.1245 0.3550
O 9.0474 6.1440 1.6920
H 6.5456 6.2324 0.9434
H 6.8923 6.7784 -0.6556
H 7.2591 7.8090 0.7922
H 9.3847 6.7710 -0.1528
H 8.5958 5.2034 -0.2233
H 8.8028 5.3393 2.1550
C 12.1245 17.1221 6.9415
C 10.6637 16.7924 7.0482
O 10.6191 15.4564 6.7133
H 12.4183 17.1256 5.8918
H 12.7326 16.4142 7.5046
H 12.3425 18.1361 7.2767
H 10.1165 17.5387 6.4723
H 10.3018 16.9877 8.0577
H 11.0741 14.9475 7.3883

ΔE to the lowest compared entry with this formula, charge and spin = 8.5 kcal/mol
HOMO level = -0.3336 hartree
E = -88470.684 eV
maximum force = 3.25 eV/A

Formula: C38H20AsF4N7OSTa
Source: the OMol25 dataset
Level of theory: ωB97M-V/def2-TZVPD

Cartesian coordinates (Å):
Ta -0.0564 2.3238 1.5430
N -0.2299 6.8444 1.5311
C -0.5814 5.5678 1.5187
S 0.3846 4.5117 2.6103
N -1.5312 5.1374 0.7635
N -1.8308 3.8397 0.7823
C -3.0620 3.4902 0.5589
C -3.5931 2.1590 0.6767
C -4.8873 1.8464 0.2465
C -5.3974 0.5751 0.4239
C -4.6367 -0.4132 1.0491
C -3.3600 -0.1271 1.5016
C -2.8532 1.1480 1.3122
O -1.6059 1.4808 1.7101
H 0.4486 7.2019 2.1847
H -0.7112 7.5053 0.9380
H -3.7594 4.2909 0.3214
H -5.4871 2.6086 -0.2355
H -6.3981 0.3453 0.0841
H -5.0432 -1.4049 1.1947
H -2.7596 -0.8619 2.0280
F 3.3673 0.0996 -3.7395
C 2.1215 0.4060 -3.4622
C 1.1293 -0.1040 -4.2428
F 1.4551 -0.8718 -5.2435
C -0.2652 0.1256 -3.9768
C -0.5340 0.9858 -2.8606
C 0.4675 1.5280 -2.1349
F 0.0729 2.4007 -1.1489
C 1.8498 1.2206 -2.3224
C 2.8525 1.5999 -1.4100
C 2.4316 2.2023 -0.2426
N 1.8848 2.5557 0.7232
C 4.2358 1.2688 -1.5187
N 5.3436 0.9647 -1.5381
F -1.7620 1.2685 -2.4972
C -1.2744 -0.4720 -4.7095
C -1.0363 -1.3727 -5.7797
N -0.9064 -2.1605 -6.6094
C -2.6498 -0.3098 -4.3762
N -3.7547 -0.2219 -4.0693
C -0.2842 -3.1439 5.0351
C 0.3963 -1.9426 5.1898
C 0.6447 -1.1450 4.0844
C 0.2250 -1.5709 2.8272
C -0.4650 -2.7666 2.6636
C -0.7130 -3.5534 3.7798
As 0.7218 -0.4839 1.2931
C 2.5856 -0.9230 0.9981
C 3.6791 -0.5239 1.7482
C 4.9335 -1.0334 1.4345
C 5.0790 -1.9196 0.3766
C 3.9787 -2.3171 -0.3732
C 2.7170 -1.8188 -0.0734
C 1.4592 -2.1786 -0.7586
C 1.3365 -3.0908 -1.8028
C 0.0851 -3.3844 -2.3311
C -1.0570 -2.7668 -1.8348
C -0.9552 -1.8423 -0.8020
C 0.2943 -1.5684 -0.2646
H -0.4858 -3.7618 5.8997
H 0.7341 -1.6335 6.1697
H 1.1796 -0.2068 4.2049
H -0.7894 -3.0917 1.6830
H -1.2400 -4.4911 3.6647
H 3.5657 0.1605 2.5815
H 5.7955 -0.7383 2.0171
H 6.0592 -2.3054 0.1323
H 4.1119 -3.0251 -1.1808
H 2.2105 -3.6016 -2.1854
H 0.0001 -4.1160 -3.1250
H -2.0318 -3.0235 -2.2321
H -1.8490 -1.3747 -0.4038

ΔE to the lowest compared entry with this formula, charge and spin = 72.0 kcal/mol
HOMO level = -0.5954 hartree
E = -136272.106 eV
net charge = +3
maximum force = 3.33 eV/A